Here is 10 unconnected molecules or ions with the total composition C74H94BBrINO3 in a non-equilibrium geometry from the Open Molecules 2025 dataset. Energies are from ωB97M-V with the def2-TZVPD basis set.

Last column: Löwdin charge in e.
Element x y z (Å)
C1 -1.779965 -3.913398 -1.108192  0.02
C2 -0.707901 -3.154256 -0.899334  -0.16
C3 0.423645 -3.033878 -1.877129  -0.12
C4 0.145251 -1.951284 -2.977298  -0.21
O1 -1.224078 -1.935381 -3.351399  -0.09
C5 -1.561823 -2.243752 -4.697881  -0.28
C6 -2.849160 -1.459410 -4.986038  -0.19
C7 -2.681162 0.022618 -5.337444  -0.70
C8 -1.665009 0.323009 -6.447451  -0.12
Br1 -2.361908 1.148946 -3.779960  0.77
C9 -1.790337 -3.770111 -4.780268  -0.32
O2 -0.591354 -4.512792 -4.544903  -0.06
C10 0.409872 -4.496670 -5.549840  -0.41
N1 0.367704 -5.749946 -6.309900  0.09
C11 1.804483 -4.376069 -4.929396  -0.14
C12 2.689015 -3.415188 -5.728645  -0.21
C13 4.087087 -3.238549 -5.113338  -0.21
C14 4.572928 -1.790546 -5.173189  -0.26
C15 4.690828 -1.261141 -6.605160  -0.11
C16 -2.517969 -4.327789 -6.039321  -0.62
I1 -4.623553 -4.562276 -5.616849  0.92
C17 -2.226464 -3.634497 -7.377854  -0.30
C18 -3.240109 -3.883499 -8.501167  -0.15
B1 0.621752 -0.565308 -2.342111  -0.47
O3 1.786651 0.013714 -2.795398  0.15
C19 -0.141148 0.155167 -1.176570  -0.17
C20 0.714111 0.225531 0.099198  -0.10
H1 -1.732514 -4.858317 -1.641420  0.07
H2 -2.756201 -3.599043 -0.754403  0.06
H3 -0.617047 -2.609097 0.037446  0.09
H4 1.332504 -2.725765 -1.343843  0.12
H5 0.599765 -4.005185 -2.345532  0.10
H6 0.777402 -2.189331 -3.841137  0.12
H7 -0.761326 -1.938175 -5.381764  0.14
H8 -3.407677 -1.893490 -5.813826  0.07
H9 -3.450036 -1.529271 -4.078421  0.12
H10 -3.655642 0.358361 -5.681961  0.08
H11 -2.145626 0.861728 -7.264991  0.06
H12 -0.841290 0.942353 -6.098647  0.06
H13 -1.235507 -0.583015 -6.876577  0.06
H14 -2.422635 -3.985108 -3.920166  0.10
H15 0.271624 -3.645665 -6.228749  0.13
H16 1.279805 -5.929493 -6.717340  0.08
H17 -0.267271 -5.688678 -7.098270  0.05
H18 1.731329 -3.988162 -3.916792  0.08
H19 2.285202 -5.356907 -4.913938  0.13
H20 2.783869 -3.758450 -6.763754  0.12
H21 2.199391 -2.434758 -5.780687  0.10
H22 4.808418 -3.845103 -5.667678  0.11
H23 4.083187 -3.571109 -4.072135  0.11
H24 5.531205 -1.694120 -4.660169  0.11
H25 3.863622 -1.151969 -4.634355  0.09
H26 5.369065 -0.409787 -6.657285  0.07
H27 3.722965 -0.936691 -6.989242  0.07
H28 5.075288 -2.034549 -7.274139  0.07
H29 -2.187158 -5.359664 -6.117576  0.07
H30 -1.266400 -3.991219 -7.757711  0.10
H31 -2.145012 -2.555564 -7.256007  0.08
H32 -4.114407 -3.241745 -8.414987  0.05
H33 -3.543108 -4.929771 -8.545155  0.06
H34 -2.762773 -3.665475 -9.459080  0.07
H35 2.417554 -0.632137 -3.141626  0.08
H36 -0.431907 1.167793 -1.464643  0.08
H37 -1.072529 -0.372479 -0.956867  0.08
H38 0.870095 -0.763317 0.538978  0.06
H39 1.684911 0.689121 -0.082475  0.06
H40 0.214583 0.822050 0.865157  0.07
C21 -2.727847 0.179005 1.826312  -0.09
C22 -1.873154 -0.578187 2.616243  -0.10
C23 -1.837727 -0.378832 3.989331  -0.10
C24 -2.660485 0.573280 4.576489  -0.09
C25 -3.516296 1.328799 3.786939  -0.09
C26 -3.547885 1.133508 2.412611  -0.09
H41 -2.753451 0.025832 0.754750  0.10
H42 -1.233656 -1.324104 2.159960  0.09
H43 -1.166951 -0.966929 4.604533  0.08
H44 -2.631965 0.727824 5.648681  0.09
H45 -4.158419 2.071688 4.242900  0.10
H46 -4.212497 1.726206 1.796951  0.10
C27 -0.072509 -4.851822 7.567740  -0.09
C28 -1.161078 -4.041607 7.279723  -0.09
C29 -0.973638 -2.684148 7.058449  -0.10
C30 0.301083 -2.132836 7.126063  -0.11
C31 1.389823 -2.947660 7.413198  -0.09
C32 1.201499 -4.305259 7.632363  -0.10
H47 -0.216108 -5.911560 7.737667  0.10
H48 -2.154370 -4.467774 7.221550  0.10
H49 -1.823502 -2.052153 6.830893  0.09
H50 0.443568 -1.073555 6.950305  0.10
H51 2.386037 -2.525516 7.458666  0.10
H52 2.051826 -4.938664 7.852894  0.09
C33 -3.891104 3.827112 -11.736920  -0.10
C34 -3.950905 2.506491 -11.313856  -0.10
C35 -3.868468 2.207859 -9.960757  -0.10
C36 -3.733408 3.229033 -9.030450  -0.10
C37 -3.675813 4.549413 -9.453659  -0.09
C38 -3.751564 4.848259 -10.806861  -0.09
H53 -3.953323 4.060596 -12.792052  0.10
H54 -4.061668 1.710184 -12.038708  0.10
H55 -3.910584 1.176735 -9.631784  0.10
H56 -3.673396 2.998023 -7.973868  0.10
H57 -3.572843 5.345860 -8.727493  0.08
H58 -3.703122 5.878068 -11.137295  0.10
C39 -0.798473 0.295726 9.489486  -0.09
C40 -2.071486 0.398364 8.944480  -0.10
C41 -2.753861 1.606459 8.991371  -0.10
C42 -2.160305 2.715478 9.579179  -0.09
C43 -0.887818 2.612653 10.123507  -0.10
C44 -0.207107 1.403346 10.081426  -0.09
H59 -0.269184 -0.647608 9.453278  0.09
H60 -2.532083 -0.466590 8.484030  0.09
H61 -3.748423 1.683916 8.570062  0.10
H62 -2.687664 3.660847 9.612731  0.09
H63 -0.425067 3.479555 10.578629  0.09
H64 0.784463 1.324180 10.508572  0.10
C45 2.638631 -1.980009 3.897559  -0.09
C46 2.119181 -0.731505 3.578370  -0.09
C47 2.977282 0.312864 3.255034  -0.09
C48 4.348872 0.105523 3.236565  -0.09
C49 4.867799 -1.140950 3.556878  -0.10
C50 4.012800 -2.180876 3.893854  -0.10
H65 1.971195 -2.793213 4.156087  0.10
H66 1.049067 -0.568212 3.582122  0.08
H67 2.571328 1.287276 3.011747  0.10
H68 5.013194 0.919450 2.972997  0.10
H69 5.938361 -1.301468 3.543468  0.10
H70 4.417499 -3.152334 4.149824  0.10
C51 -4.432150 9.447006 -7.308789  -0.10
C52 -4.791373 9.726050 -5.997496  -0.10
C53 -4.342212 8.912734 -4.966069  -0.10
C54 -3.528450 7.823430 -5.244671  -0.09
C55 -3.167198 7.546052 -6.555818  -0.10
C56 -3.621303 8.355575 -7.587901  -0.10
H71 -4.784158 10.079978 -8.113262  0.10
H72 -5.422246 10.578141 -5.779135  0.10
H73 -4.626501 9.128033 -3.944069  0.10
H74 -3.175402 7.190755 -4.440520  0.10
H75 -2.530056 6.697313 -6.771831  0.10
H76 -3.342773 8.136865 -8.611426  0.10
C57 6.418579 5.356275 0.623438  -0.10
C58 6.205587 4.780051 -0.621528  -0.10
C59 5.221189 3.814421 -0.781686  -0.09
C60 4.444895 3.429224 0.302515  -0.09
C61 4.656962 4.007983 1.546428  -0.10
C62 5.645162 4.968851 1.709168  -0.10
H77 7.187915 6.107663 0.747601  0.10
H78 6.807691 5.084330 -1.468200  0.10
H79 5.057175 3.361999 -1.751361  0.10
H80 3.674355 2.678650 0.177447  0.09
H81 4.048652 3.708330 2.391130  0.09
H82 5.812083 5.415595 2.680927  0.10
C63 3.484591 -9.068012 6.959015  -0.10
C64 2.985393 -7.840711 6.545089  -0.10
C65 3.858180 -6.814524 6.211162  -0.10
C66 5.229572 -7.015621 6.284138  -0.10
C67 5.728431 -8.243911 6.695475  -0.10
C68 4.856001 -9.268780 7.035438  -0.10
H83 2.804811 -9.868510 7.221437  0.10
H84 1.915933 -7.682619 6.481501  0.10
H85 3.467169 -5.855911 5.892559  0.09
H86 5.909439 -6.215308 6.020930  0.10
H87 6.797749 -8.402561 6.751730  0.10
H88 5.245351 -10.225268 7.359910  0.10
C69 -1.811585 6.046896 11.678167  -0.11
C70 -2.902089 6.842064 11.353609  -0.10
C71 -2.724833 8.197730 11.114138  -0.10
C72 -1.456536 8.756252 11.193347  -0.10
C73 -0.365857 7.960448 11.515523  -0.10
C74 -0.543825 6.605915 11.760842  -0.10
H89 -1.951522 4.989857 11.868119  0.09
H90 -3.890310 6.404791 11.287499  0.10
H91 -3.575410 8.819363 10.865496  0.10
H92 -1.317958 9.812883 11.003478  0.10
H93 0.623153 8.396247 11.575870  0.10
H94 0.306320 5.985895 12.016477  0.10

Forces on the atoms, in the same order (eV/Å):
C -0.2 -0.1 0.1
C 0.4 -0.1 0.1
C 0.2 -0.6 0.4
C 0.3 -0.1 0.7
O 0.1 0.2 -0.4
C -0.3 -0.2 0.2
C 0.5 0.3 0.3
C -0.1 -0.2 -0.5
C 0.0 0.1 -0.1
Br 0.1 0.0 0.1
C -0.1 -0.1 -0.3
O 0.0 0.4 0.0
C 0.3 -0.5 -0.2
N 0.0 0.2 -0.2
C 0.1 0.4 -0.4
C 0.1 0.0 0.1
C 0.0 0.3 -0.2
C -0.1 0.1 -0.1
C 0.0 0.0 0.1
C 0.4 0.1 0.0
I -0.1 0.0 0.0
C -0.5 0.1 -0.3
C 0.4 -0.1 -0.2
B -0.3 0.3 -0.5
O 0.3 -0.4 0.6
C -0.1 -0.1 0.2
C -0.1 0.2 0.2
H -0.1 0.5 -1.0
H 0.1 -0.6 1.0
H -0.5 0.9 -0.5
H 0.1 -0.2 -0.1
H -0.1 0.0 0.0
H -0.1 0.0 -0.1
H 0.1 0.0 0.1
H 0.0 -0.1 0.1
H -0.2 -0.1 -0.1
H 0.0 0.1 0.1
H 0.0 0.0 0.0
H 0.0 -0.1 0.1
H 0.0 0.0 0.0
H 0.2 -0.2 0.1
H -0.2 0.1 0.2
H 0.0 -0.1 0.1
H -0.1 0.0 0.1
H 0.0 -0.3 0.0
H -0.1 0.0 0.3
H -0.1 0.0 0.0
H -0.1 0.0 0.0
H 0.0 -0.2 0.2
H 0.0 -0.1 0.0
H 0.0 -0.1 0.0
H 0.1 0.0 0.1
H 0.0 0.0 0.0
H 0.0 -0.1 -0.1
H 0.0 0.0 0.0
H -0.2 -0.1 0.1
H 0.1 0.1 0.2
H 0.2 0.0 0.1
H -0.1 -0.2 0.1
H -0.1 0.0 0.1
H 0.0 0.1 0.0
H -0.3 0.2 -0.4
H 0.1 0.0 -0.1
H 0.0 0.0 -0.1
H 0.1 0.0 -0.1
H 0.0 -0.1 -0.1
H 0.0 0.0 0.0
C 0.0 0.0 0.0
C 0.0 0.0 0.0
C 0.0 0.0 0.0
C 0.0 0.0 0.0
C 0.0 0.0 0.0
C 0.0 0.0 0.0
H 0.0 0.0 0.0
H 0.0 0.0 0.0
H 0.0 0.0 0.0
H 0.0 0.0 0.0
H 0.0 0.0 0.0
H 0.0 0.0 0.0
C 0.0 0.0 0.0
C 0.0 0.0 0.0
C 0.0 0.1 0.0
C 0.0 -0.1 0.0
C 0.0 0.1 0.0
C 0.1 0.0 0.0
H 0.0 0.0 0.0
H 0.0 0.0 0.0
H 0.0 0.0 0.0
H 0.0 0.0 0.0
H 0.0 0.0 0.0
H 0.0 0.0 0.0
C 0.0 0.0 0.0
C 0.0 0.0 0.0
C 0.0 0.0 0.0
C 0.0 0.0 0.0
C 0.0 0.0 0.0
C 0.0 0.0 0.0
H 0.0 0.0 0.0
H 0.0 0.0 0.0
H 0.0 0.0 0.0
H 0.0 0.0 0.0
H 0.0 0.0 0.0
H 0.0 0.0 0.0
C 0.0 0.0 0.0
C 0.0 0.0 0.0
C 0.0 0.0 0.0
C 0.0 0.0 0.0
C 0.0 0.0 0.0
C 0.0 0.0 0.0
H 0.0 0.0 0.0
H 0.0 0.0 0.0
H 0.0 0.0 0.0
H 0.0 0.0 0.0
H 0.0 0.0 0.0
H 0.0 0.0 0.0
C -0.1 0.0 0.0
C 0.1 0.0 0.0
C -0.1 0.0 0.0
C 0.0 0.1 0.0
C 0.0 0.0 0.0
C 0.0 0.0 0.0
H 0.0 0.0 0.0
H 0.0 0.0 0.0
H 0.0 0.0 0.0
H 0.0 0.0 0.0
H 0.0 0.0 0.0
H 0.0 0.0 0.0
C 0.0 0.0 0.0
C 0.0 0.0 0.0
C 0.0 0.0 0.0
C 0.0 0.0 0.0
C 0.0 0.0 0.0
C 0.0 0.0 0.0
H 0.0 0.0 0.0
H 0.0 0.0 0.0
H 0.0 0.0 0.0
H 0.0 0.0 0.0
H 0.0 0.0 0.0
H 0.0 0.0 0.0
C 0.0 0.0 0.0
C 0.0 0.0 0.0
C 0.0 0.0 0.0
C 0.0 0.0 0.0
C 0.0 0.0 0.0
C 0.0 0.0 0.0
H 0.0 0.0 0.0
H 0.0 0.0 0.0
H 0.0 0.0 0.0
H 0.0 0.0 0.0
H 0.0 0.0 0.0
H 0.0 0.0 0.0
C 0.0 0.0 0.0
C 0.0 0.0 0.0
C 0.0 0.0 0.0
C 0.0 0.0 0.0
C 0.0 0.0 0.0
C 0.0 0.0 0.0
H 0.0 0.0 0.0
H 0.0 0.0 0.0
H 0.0 0.0 0.0
H 0.0 0.0 0.0
H 0.0 0.0 0.0
H 0.0 0.0 0.0
C 0.0 0.0 0.0
C 0.0 0.0 0.0
C 0.0 0.0 0.0
C 0.0 0.0 0.0
C 0.0 0.0 0.0
C 0.0 0.0 0.0
H 0.0 0.0 0.0
H 0.0 0.0 0.0
H 0.0 0.0 0.0
H 0.0 0.0 0.0
H 0.0 0.0 0.0
H 0.0 0.0 0.0

LUMO = 0.3 eV
HOMO level = -0.318 Eh
Kohn-Sham gap = 8.97 eV
E_tot = -164714.274 eV
SMILES = C=CC[C@@H](O[C@H](C[C@H](C)Br)[C@H](O[C@H](N)CCCCC)[C@@H](I)CC)B(O)CC.c1ccccc1.c1ccccc1.c1ccccc1.c1ccccc1.c1ccccc1.c1ccccc1.c1ccccc1.c1ccccc1.c1ccccc1